C22H54N2O12 | wB97M-V/def2-TZVPD

Values from the calculation:
**Structure (SMILES)**: CCOC(=O)OC.CCOC(=O)OC.COCCNCCOC.COCCNCCOC.CO.CO
**HOMO energy**: -8.9 eV
**Orbital gap**: 0.345 Eh

Geometry as XYZ:
```
90
Properties=species:S:1:pos:R:3:forces:R:3:lowdin_charge:R:1
O 21.07014 -9.63627 -2.27623 -0.22 -0.19 0.09 0.007
C 17.88140 -7.12378 -0.26681 0.23 -0.30 -0.27 -0.065
H 8.43769 -7.59796 -1.30847 -0.15 -0.13 -0.14 0.090
H 2.86160 -6.18882 1.13702 0.32 -0.22 0.23 0.123
H 3.47834 -5.57244 5.00966 0.18 -0.05 -0.07 0.087
H 15.27923 -6.33337 -4.14902 -0.10 -0.04 0.05 0.063
N 12.51000 -13.05634 1.08915 -0.24 0.00 0.10 -0.057
O 21.54134 -7.45361 -1.98938 0.21 0.30 -0.20 0.132
H 13.60867 -10.90687 -2.68291 -0.15 0.23 -0.22 0.084
H 6.29274 -2.56844 0.62708 0.25 0.17 0.13 0.118
H 5.72519 -5.63383 1.55026 -0.30 -0.27 0.03 0.098
H 13.00144 -4.76827 0.12648 0.07 0.05 -0.16 0.062
C 11.79016 -13.68185 2.19572 -0.25 0.24 -0.02 -0.219
H 8.53878 -2.62466 2.69951 -0.06 0.28 0.10 0.088
H 7.14970 -5.32437 -0.26298 -0.10 -0.05 0.03 0.103
C 13.09010 -13.12320 -1.26780 0.65 -0.19 -0.41 -0.255
H 13.74157 -3.90790 1.47453 0.20 0.13 -0.15 0.078
H 10.72423 -13.82791 1.94732 0.10 -0.14 0.09 0.126
O 11.67849 -9.16409 -0.47941 0.29 -1.56 -0.07 0.031
H 11.28639 -13.87662 -0.42856 0.09 0.00 -0.21 0.127
H 22.51165 -10.89221 -2.96627 -0.17 -0.07 0.00 0.092
H 14.58033 -4.27900 -2.43699 -0.13 0.06 -0.08 0.062
C 13.77863 -8.01437 -0.10895 0.27 -0.94 -0.59 -0.062
C 12.77949 -11.56399 -2.98121 0.54 0.00 0.34 -0.109
C 6.34463 -4.61431 -0.05127 -0.59 -1.38 0.20 -0.180
H 12.67790 -14.82898 0.01113 0.32 0.10 -0.11 0.121
N 5.28060 -5.36774 0.67485 1.03 0.75 0.02 -0.052
H 7.95344 -3.22498 0.35993 -0.06 0.23 -0.13 0.123
H 22.52748 -9.25523 -3.69039 -0.03 -0.13 -0.03 0.099
H 12.20718 -14.66304 2.43550 0.18 0.04 -0.23 0.118
H 9.99483 -11.84810 5.31132 -0.01 -0.16 -0.25 0.089
C 22.38705 -9.83335 -2.77555 0.50 0.39 -0.16 -0.045
H 19.67543 -6.29469 -1.17009 0.18 -0.21 0.18 0.122
H 12.80646 -12.33076 3.55541 0.03 -0.07 -0.13 0.125
H 18.32090 -7.37876 0.69666 -0.01 0.33 0.10 0.081
H 4.45356 -3.66420 1.67734 0.03 0.06 -0.08 0.110
C 7.48645 -2.83057 2.92739 0.11 0.01 -0.02 -0.106
O 13.86266 -3.00481 -0.42921 0.35 0.03 -0.31 -0.120
H 13.42150 -7.08998 -0.55119 -0.04 0.07 0.13 0.041
O 10.91424 -7.08079 -0.87967 -0.06 -0.16 0.17 0.112
O 14.90536 -5.45298 -4.08466 0.07 0.07 -0.02 -0.124
O 3.62148 -5.80178 3.00566 -0.13 -0.70 -0.16 -0.179
H 8.07381 -8.70461 -2.64807 0.31 -0.51 0.00 0.094
O 9.93100 -8.93258 -1.71183 -0.03 -0.64 -0.16 0.009
C 4.16329 -4.50529 1.03091 -0.38 -0.10 0.32 -0.228
O 12.23904 -12.16095 -1.82942 -0.28 -0.02 -0.27 -0.189
H 13.21506 -12.30868 -3.66074 -0.22 -0.07 -0.03 0.085
H 2.17769 -4.81035 1.92281 0.26 0.28 0.03 0.118
H 17.38887 -6.15178 -0.27994 -0.12 -0.05 0.42 0.080
H 14.00605 -12.67313 -0.85658 -0.06 0.14 -0.03 0.128
C 14.30862 -5.26898 -2.79915 0.46 0.23 -0.17 -0.149
H 10.10413 -10.28019 4.51676 -0.05 -0.08 -0.33 0.086
H 12.89857 -9.63769 1.12741 0.04 -0.37 -0.43 0.119
H 13.22275 -5.32906 -2.88004 -0.02 -0.18 0.20 0.082
C 13.19237 -3.77640 0.53407 -0.65 -0.13 0.57 -0.161
C 12.63233 -8.78109 0.52041 -0.85 2.22 0.34 -0.183
H 2.30585 -4.61374 4.13548 0.01 -0.16 -0.32 0.087
H 23.14184 -9.49214 -2.06621 -0.12 -0.05 0.10 0.097
H 13.81804 -2.07339 -0.20389 -0.03 -0.01 0.13 0.079
H 12.06421 -12.15119 0.94874 0.16 0.04 -0.05 0.105
O 19.51981 -8.34485 -1.51113 0.14 -0.43 -0.24 0.043
H 3.99881 -4.11021 4.13929 -0.01 -0.07 0.02 0.084
H 3.69144 -4.09301 0.13435 0.12 -0.03 -0.10 0.124
H 7.40638 -3.16394 3.96008 0.03 -0.22 -0.05 0.087
C 10.60566 -11.24181 4.62550 0.01 0.43 1.17 -0.142
H 17.15226 -7.90517 -0.48516 -0.09 0.09 -0.11 0.067
H 12.21827 -3.34333 0.79225 0.03 -0.06 -0.06 0.078
H 5.86071 -4.40910 -1.00821 0.49 0.81 -0.06 0.114
C 8.85494 -8.12710 -2.17187 -0.04 1.40 0.51 -0.041
C 20.78209 -8.37914 -1.94216 -0.10 -0.20 0.23 -0.606
C 12.35353 -13.79997 -0.16640 -0.67 -0.34 1.05 -0.217
C 10.85489 -8.28282 -1.00317 -0.04 0.75 -0.01 -0.611
H 14.71345 -5.97388 -2.07065 -0.24 -0.15 -0.01 0.061
C 3.13152 -5.33878 1.77037 -0.58 0.19 -0.40 -0.230
H 11.98620 -11.01945 -3.48242 0.04 0.15 0.01 0.088
H 12.07346 -8.08257 1.15947 0.26 -0.19 0.24 0.126
H 6.87528 -1.92473 2.83707 0.14 0.08 -0.15 0.090
H 14.15595 -8.64524 -0.92349 0.16 0.18 0.01 0.081
C 3.33910 -4.98928 4.09954 0.01 0.64 0.60 -0.129
C 6.94796 -3.44458 0.73365 -0.62 -0.07 -0.57 -0.236
H 9.21481 -7.34239 -2.83868 0.04 -0.18 -0.17 0.096
O 7.01913 -3.84602 2.07571 -0.14 -0.18 0.39 -0.211
H 14.61514 -7.82758 0.56245 -0.16 0.04 0.21 0.078
H 13.42919 -13.83640 -2.03436 -0.22 -0.02 -0.04 0.121
H 11.73435 -13.48221 4.32601 -0.35 0.12 0.02 0.121
H 18.42378 -6.77080 -2.28182 0.20 -0.27 -0.15 0.127
H 11.53958 -11.04453 5.17416 0.07 -0.01 -0.26 0.087
C 18.93069 -7.06653 -1.35611 -0.63 0.80 0.02 -0.230
O 10.81537 -11.84650 3.39154 0.05 -0.19 -0.29 -0.184
C 11.83345 -12.82979 3.44745 0.27 -0.15 0.09 -0.237
```
Positions in Å, forces in eV/Å.

C22H54O21S6 | wB97M-V/def2-TZVPD

Values from the calculation:
**Structure (SMILES)**: O=C1CC[C@@H](O)O1.CCOS(C)(=O)=O.CCOS(C)(=O)=O.CCOS(C)(=O)=O.CCOS(C)(=O)=O.CCOS(C)(=O)=O.CCOS(C)(=O)=O
**HOMO energy**: -10.4 eV
**Orbital gap**: 0.392 Eh

Geometry as XYZ:
```
103
Properties=species:S:1:pos:R:3:forces:R:3:lowdin_charge:R:1
O 6.20105 0.25055 -2.03391 0.48 -0.92 -0.38 -0.299
H 4.87871 -2.19437 -1.30469 0.16 0.11 -0.05 0.067
H 1.60234 2.17334 5.73193 0.08 0.00 -0.21 0.071
H 0.12205 -1.30285 -3.34996 -0.02 1.48 1.93 0.121
H 1.03147 -0.94437 0.09774 1.49 -0.39 -0.68 0.111
H -4.73728 1.00734 0.70986 -0.05 -0.19 0.01 0.082
C -6.48361 -0.10640 -5.55225 0.24 0.93 -0.78 -0.275
H -1.33837 1.33027 -8.59756 0.06 -0.11 -0.08 0.070
C 0.51306 -0.62649 10.62851 -0.08 0.11 0.14 -0.122
H 0.78322 3.42411 9.46340 -0.05 -0.19 0.06 0.117
O -0.25772 0.42986 -5.32133 0.21 0.65 -0.79 -0.299
H 0.10438 0.13636 -1.91654 -0.20 -2.22 -1.01 0.140
H 0.44509 -1.14377 -8.83769 0.21 0.17 0.31 0.125
H -3.78884 -0.52014 0.67017 -0.16 0.03 0.08 0.068
C -0.99840 -2.02878 -1.59005 0.02 1.26 -1.24 -0.060
H -6.35522 -3.57733 -3.35677 0.04 0.18 0.04 0.078
C -0.04332 -0.36847 -8.23857 -0.91 -0.38 -0.72 -0.277
H -0.04675 1.14716 -9.78091 -0.08 -0.16 0.05 0.086
H 2.31170 -1.29593 -2.55007 -0.59 -1.45 2.49 0.175
O -7.23210 -0.08723 1.29760 0.68 -0.99 0.24 -0.282
O -5.99355 -0.16085 -2.56051 0.57 -0.46 -0.71 -0.294
H -5.05027 -0.99980 -6.90255 -0.11 0.14 0.03 0.086
C -6.43444 -2.74534 -2.65480 -0.11 0.02 -0.15 -0.108
C 0.14751 -0.99221 -2.22236 0.53 -1.85 1.01 -0.104
O -0.51820 -4.62335 -2.27651 2.77 8.15 3.05 0.003
S -5.66499 -1.31381 -3.37074 -0.46 -0.67 -0.50 0.627
O -4.29872 -1.65320 -3.70641 -0.85 0.68 0.44 -0.290
C 9.32439 1.02249 -1.89336 -0.24 0.26 -0.13 -0.077
H 6.37432 -3.08564 -0.89024 -0.03 0.19 -0.04 0.078
H 9.49495 -0.93652 -2.80954 -0.17 -0.03 0.11 0.117
H 10.27705 1.41398 -2.26019 -0.05 -0.11 0.07 0.081
C 5.89916 -2.10369 -0.92649 0.16 -0.01 0.10 -0.111
O 2.86481 3.69207 3.64444 -0.64 -0.96 -0.38 -0.289
H -0.54523 3.76397 10.57013 0.11 -0.38 0.08 0.124
H 3.31461 1.68001 5.59457 -0.14 0.02 -0.11 0.078
O -5.97926 -2.27720 1.08059 -0.41 0.90 0.18 -0.297
O 1.27637 -3.07611 -1.57075 -1.87 0.04 -1.42 -0.041
H -7.13114 -0.41186 3.91860 0.13 -0.01 -0.16 0.117
C 3.83606 1.42359 1.52686 0.30 0.24 -1.19 -0.277
H 8.53578 1.36395 -2.57029 0.12 -0.05 0.07 0.070
O 7.03807 -1.79515 -3.26969 -0.10 0.94 0.70 -0.285
H 3.94701 3.56739 1.23785 0.07 -0.12 -0.02 0.071
H -6.85960 -2.86566 3.50074 0.06 0.07 0.12 0.070
H 1.10836 -0.29853 11.48255 -0.09 0.01 -0.17 0.075
H -5.29369 -2.85018 4.30685 -0.12 0.13 0.07 0.086
C -0.76308 0.59332 -9.16561 -0.18 0.33 0.04 -0.077
H 10.21438 -0.79992 -1.20677 -0.36 -0.18 0.06 0.124
H -0.86221 2.72930 7.70863 -0.05 0.09 0.10 0.065
H -0.74640 -0.87394 -7.56777 0.14 0.12 0.07 0.116
C -6.27856 -2.37263 4.28563 -0.11 -0.30 -0.19 -0.078
H -4.98762 -0.17544 -0.60974 -0.16 0.01 0.21 0.036
H 2.90251 1.30810 0.96566 0.04 -0.02 0.19 0.107
H 5.46875 2.82731 1.72643 -0.09 -0.10 -0.12 0.086
H -5.64274 -0.41092 4.86190 0.12 0.10 -0.37 0.124
H 5.88893 -1.63850 0.06079 0.02 -0.03 -0.17 0.071
H -2.18971 2.91502 8.85115 0.14 0.12 0.02 0.087
H 2.52662 0.43532 -5.19839 -0.08 0.12 -0.10 0.070
S 2.38699 2.33188 3.51738 0.46 -0.28 0.21 0.624
O -6.54658 -1.26973 -4.74002 0.32 -0.54 1.32 -0.261
C -0.23064 3.11858 9.74364 -0.14 1.08 -0.56 -0.277
C -1.19631 3.29091 8.58595 -0.05 -0.15 -0.32 -0.075
O 1.15868 2.01054 2.82331 0.90 0.52 0.17 -0.293
H -5.90416 -2.98711 -1.73126 0.01 0.17 -0.08 0.069
H -4.33049 0.07323 -5.70561 -0.10 0.01 -0.10 0.070
O 3.58971 1.40607 2.92544 -0.90 0.32 1.10 -0.265
O 0.10765 2.50557 -6.72510 0.01 -1.15 0.55 -0.284
H -0.52274 -0.80721 10.92126 0.13 0.08 -0.09 0.076
C -5.19840 -0.06190 -6.35770 0.38 -0.02 0.08 -0.077
H 4.87216 2.62619 0.05933 -0.01 -0.12 0.10 0.078
S -6.01550 -0.86467 1.39362 0.46 0.47 0.10 0.624
H -5.21684 0.76639 -7.07111 -0.09 -0.08 0.07 0.081
H -1.39937 -1.80444 -0.50423 1.50 -0.84 -1.86 0.123
O 1.91772 1.05348 9.18370 -1.09 -0.13 -0.27 -0.291
C -0.13904 -3.41501 -1.85283 -1.16 -3.93 -1.28 -0.220
C 2.16669 1.40963 -5.53378 0.07 -0.13 -0.12 -0.118
H 9.11528 1.45476 -0.90955 0.11 -0.10 -0.11 0.086
C -6.14809 -0.88537 4.01449 -0.61 -0.40 0.91 -0.279
H -6.78187 -2.54971 5.23993 0.08 0.09 -0.05 0.080
H 2.00902 0.56870 5.05170 0.05 0.18 -0.03 0.078
H 0.94132 -1.53472 10.19922 -0.04 0.22 -0.09 0.078
O 1.91597 -1.13481 -0.33335 -1.32 -0.40 -1.96 -0.054
S 6.80772 -1.06338 -2.04282 0.20 -0.22 0.44 0.619
H -1.97214 -1.83321 -2.23607 2.11 -1.21 1.03 0.118
H -7.47927 -2.51571 -2.43820 0.18 0.03 -0.04 0.082
O 0.97592 0.28862 -7.49937 0.37 0.69 1.22 -0.265
C 1.58875 -1.63761 -1.67798 -3.27 1.42 -0.08 -0.311
C 2.32545 1.60968 5.13866 0.13 -0.14 -0.06 -0.119
O 8.19416 -1.00729 -1.18919 -1.31 -0.47 -0.15 -0.267
O -5.35321 -0.63569 2.86434 0.01 0.15 -1.31 -0.266
H -6.60371 0.79828 -4.94651 0.02 -0.19 0.08 0.117
S 0.54592 0.63803 9.38200 -0.34 0.09 0.39 0.618
C -4.74986 -0.05243 0.44899 0.11 -0.01 0.18 -0.110
H 4.45846 0.55181 1.30059 -0.21 0.01 0.33 0.118
S 0.54515 1.21717 -6.23198 0.37 0.00 -0.40 0.621
O -0.23911 1.78496 10.23190 0.58 -1.34 -0.06 -0.267
H 2.09000 2.09353 -4.68586 -0.16 -0.07 -0.15 0.079
C 4.57573 2.68129 1.11026 -0.05 0.37 0.01 -0.070
H -1.27695 4.34370 8.30221 0.03 -0.08 0.11 0.082
C 9.35926 -0.49260 -1.81742 0.90 0.62 -0.50 -0.278
O -0.29523 0.21401 8.28326 0.94 0.48 0.60 -0.291
H -1.45518 0.05610 -9.81965 0.12 -0.03 0.06 0.080
H 2.82986 1.83091 -6.29139 -0.14 -0.07 0.08 0.077
H -7.33453 -0.14966 -6.23974 0.00 -0.25 0.33 0.124
```
Positions in Å, forces in eV/Å.